1.
# C24H23HfN8O5S3

A molecular structure, C24H23HfN8O5S3 (ωB97M-V with the def2-TZVPD basis set, the OMol25 dataset).

As for the net charge: +1. The orbital gap comes out at 0.263 Ha. The energy above the lowest of the compared OMol25 structures with the same formula, charge and spin comes out at 1.5 kcal/mol. The LUMO energy comes out at -4.0759 eV.

```
64
Properties=species:S:1:pos:R:3:forces:R:3
Hf 1.254 -1.817 0.361 0.41 0.08 -0.04
O 2.195 -5.538 -1.420 0.08 0.00 0.03
C 1.936 -4.384 -1.166 -0.08 0.03 0.04
N 1.896 -3.796 0.063 -0.36 -0.05 0.01
C 2.027 -4.663 1.223 -0.02 0.06 -0.10
C 0.969 -4.295 2.225 0.02 0.02 0.05
C 0.739 -5.059 3.359 -0.06 -0.02 0.00
C -0.224 -4.657 4.262 -0.01 0.00 0.01
C -0.938 -3.486 4.023 0.00 -0.01 0.00
C -0.645 -2.764 2.892 -0.02 0.01 -0.01
N 0.285 -3.158 2.000 0.00 0.17 0.08
C 1.546 -3.428 -2.271 0.07 0.03 0.01
C 1.817 -3.738 -3.587 -0.10 -0.01 -0.01
C 1.431 -2.842 -4.570 0.00 0.01 -0.02
C 0.785 -1.669 -4.204 0.00 -0.01 -0.03
C 0.562 -1.423 -2.866 0.00 -0.01 0.06
N 0.935 -2.284 -1.905 0.18 0.04 0.00
H 3.006 -4.537 1.698 0.02 -0.02 -0.02
H 1.942 -5.712 0.933 -0.02 0.00 -0.02
H 1.317 -5.959 3.518 -0.01 0.00 0.00
H -0.421 -5.245 5.148 0.00 0.00 0.00
H -1.697 -3.136 4.707 0.00 0.00 0.00
H -1.155 -1.831 2.681 0.01 0.00 -0.01
H 2.315 -4.672 -3.805 -0.01 0.00 -0.01
H 1.633 -3.050 -5.612 0.00 0.00 0.00
H 0.467 -0.947 -4.942 0.00 0.00 0.00
H 0.078 -0.513 -2.536 0.01 0.01 0.00
S 3.342 -0.722 -0.458 -0.19 0.01 0.06
C 3.695 -0.470 1.244 -0.02 0.18 -0.02
S 2.408 -0.886 2.369 0.06 -0.12 -0.09
C 4.891 0.003 1.666 0.04 0.01 0.05
C 5.920 0.332 0.724 -0.06 0.02 0.08
N 6.724 0.604 -0.051 0.01 -0.02 -0.01
C 5.153 0.184 3.064 0.08 0.02 -0.10
N 5.363 0.330 4.184 -0.05 -0.01 0.02
C -3.605 7.440 -0.842 -0.01 -0.01 0.00
C -3.611 5.916 -0.867 -0.01 0.02 0.00
S -2.030 5.326 -1.418 0.04 0.14 0.01
O -1.863 5.664 -2.802 0.02 -0.02 0.02
O -1.031 5.690 -0.444 -0.01 -0.02 -0.05
C -2.157 3.542 -1.345 0.01 -0.08 0.02
C -2.009 3.028 0.078 0.01 -0.03 0.01
N -1.677 1.591 0.095 0.00 0.00 -0.14
C -0.425 1.113 0.200 0.01 0.11 0.10
N -0.435 -0.225 0.135 -0.12 -0.58 0.11
C -1.750 -0.615 -0.004 0.12 0.04 -0.24
C -2.510 0.500 -0.054 -0.02 0.06 0.06
N -3.940 0.556 -0.227 -0.02 0.03 0.31
O -4.455 1.653 -0.321 0.00 0.01 -0.11
O -4.511 -0.509 -0.234 -0.01 -0.03 -0.11
C 0.770 1.973 0.386 0.03 -0.02 -0.03
H -4.577 7.798 -0.508 0.00 0.00 0.00
H -3.413 7.840 -1.836 0.00 0.00 0.00
H -2.844 7.814 -0.160 0.00 0.00 0.00
H -4.347 5.517 -1.566 -0.01 0.01 0.01
H -3.780 5.492 0.125 -0.01 0.01 0.00
H -1.319 3.223 -1.970 -0.02 -0.03 0.00
H -3.089 3.232 -1.815 0.00 -0.01 -0.01
H -2.911 3.175 0.662 0.00 -0.02 -0.01
H -1.190 3.547 0.568 0.00 0.01 0.01
H -2.076 -1.639 -0.092 0.03 0.00 0.01
H 0.694 2.537 1.317 0.01 -0.01 0.02
H 0.871 2.688 -0.432 -0.01 0.01 0.01
H 1.667 1.360 0.423 -0.02 0.01 -0.01
```
Positions in Å, forces in eV/Å.

2.
# C24H23N2O

A gas-phase ion, C24H23N2O (charge +1) (ωB97M-V with the def2-TZVPD basis set, the OMol25 dataset).

As for the net charge: +1. The orbital gap comes out at 0.297 Ha. The SMILES is COc1ccc([C@@H](c2ccc(C)cc2)[n+]2ccn(-c3ccccc3)c2)cc1. The energy above the lowest of the compared OMol25 structures with the same formula, charge and spin comes out at 16.8 kcal/mol. The LUMO energy comes out at -3.0027 eV.

```
50
Properties=species:S:1:pos:R:3:forces:R:3
C 5.843 -1.666 -2.425 -0.13 0.47 -0.08
O 5.479 -0.265 -2.518 -0.54 -0.42 0.03
C 4.170 0.058 -2.319 -0.27 -0.23 0.48
C 3.778 1.406 -2.476 0.33 -0.57 -0.14
C 2.480 1.801 -2.208 -0.52 -0.23 0.46
C 1.570 0.879 -1.645 -0.51 -0.26 -0.53
C 0.191 1.243 -1.094 0.66 0.50 -2.43
C -1.032 0.631 -1.750 -0.10 0.44 -1.15
C -2.210 1.396 -1.736 -0.23 -0.48 0.61
C -3.437 0.779 -1.975 0.31 0.10 -0.04
C -3.484 -0.575 -2.332 0.02 0.06 0.04
C -4.802 -1.291 -2.408 -0.33 -0.16 0.04
C -2.288 -1.222 -2.650 0.15 0.42 -0.12
C -1.060 -0.568 -2.479 -0.13 -0.35 0.61
N 0.202 1.028 0.345 -0.72 0.32 1.77
C 0.890 1.941 1.121 -0.25 -0.30 -0.15
C 0.582 1.710 2.408 -0.25 -0.67 -0.03
N -0.326 0.633 2.432 0.89 0.69 -0.88
C -0.894 0.095 3.617 -0.50 -0.49 1.54
C -1.495 -1.170 3.614 0.03 0.20 0.14
C -2.090 -1.662 4.787 0.18 0.36 -0.24
C -2.096 -0.896 5.958 0.32 0.30 -0.50
C -1.472 0.356 5.971 0.32 0.14 -0.48
C -0.843 0.845 4.810 -0.27 -0.05 -0.07
C -0.543 0.250 1.160 0.55 0.16 -0.64
C 1.913 -0.460 -1.603 0.63 -0.35 0.01
C 3.199 -0.881 -1.926 0.31 0.12 -0.08
H 6.920 -1.683 -2.588 -0.16 -0.03 0.01
H 5.615 -2.090 -1.436 0.06 0.26 -0.22
H 5.338 -2.259 -3.201 0.11 0.23 0.18
H 4.525 2.117 -2.798 -0.06 0.02 -0.17
H 2.153 2.814 -2.471 0.22 -0.29 0.46
H 0.113 2.329 -1.237 -0.21 -0.16 0.30
H -2.150 2.468 -1.521 -0.14 -0.41 0.32
H -4.363 1.337 -1.837 0.22 -0.10 -0.17
H -4.659 -2.378 -2.393 -0.06 0.25 -0.04
H -5.427 -1.017 -1.549 0.11 -0.11 -0.19
H -5.376 -1.036 -3.311 0.26 -0.03 0.19
H -2.313 -2.249 -3.017 0.03 0.35 -0.14
H -0.147 -0.986 -2.914 -0.37 -0.09 0.61
H 1.499 2.686 0.642 0.16 0.00 0.17
H 0.992 2.169 3.285 -0.18 -0.02 0.12
H -1.478 -1.758 2.691 -0.12 0.05 0.47
H -2.557 -2.646 4.782 0.13 0.24 -0.05
H -2.574 -1.263 6.857 0.00 -0.05 -0.07
H -1.467 0.973 6.883 0.03 -0.40 -0.53
H -0.341 1.826 4.826 -0.46 -0.61 0.08
H -1.141 -0.598 0.807 0.13 0.69 0.30
H 1.163 -1.219 -1.362 0.41 0.31 0.35
H 3.454 -1.931 -1.817 -0.07 0.19 -0.15
```
Positions in Å, forces in eV/Å.

3.
# C24H23N3O4

C24H23N3O4 in the gas phase (ωB97M-V with the def2-TZVPD basis set, the OMol25 dataset).

The orbital gap comes out at 0.300 Ha. The SMILES is O=C(O)c1ccc(N2CCN(C(c3ccccc3)c3ccccc3)CC2)c([N+](=O)[O-])c1. The energy above the lowest of the compared OMol25 structures with the same formula, charge and spin comes out at 95.2 kcal/mol. The LUMO energy comes out at -0.2607 eV.

```
54
Properties=species:S:1:pos:R:3:forces:R:3
O 4.941 3.160 -1.332 -0.06 -0.03 0.05
C 4.852 2.505 -0.322 0.15 0.27 -0.42
O 5.922 1.942 0.260 0.26 -0.29 0.36
C 3.591 2.237 0.390 -0.25 -0.07 0.21
C 2.397 2.777 -0.111 0.31 -0.10 0.09
C 1.197 2.529 0.498 -0.05 -0.01 0.05
C 1.104 1.712 1.646 0.29 -0.11 0.20
N -0.088 1.347 2.171 0.00 0.24 0.12
C -0.317 0.019 2.703 -0.20 -0.27 0.25
C -1.500 -0.618 1.949 0.14 0.00 0.09
N -1.487 -0.073 0.605 -0.13 -0.18 -0.12
C -2.112 -0.896 -0.416 0.01 -0.04 -0.04
C -1.876 -0.304 -1.790 -0.18 0.22 -0.10
C -2.860 -0.385 -2.765 0.05 0.02 0.12
C -2.632 0.114 -4.036 -0.02 0.00 -0.12
C -1.419 0.703 -4.344 -0.03 0.03 -0.12
C -0.432 0.788 -3.376 0.06 0.00 0.00
C -0.656 0.282 -2.109 -0.03 -0.01 -0.02
C -1.517 -2.287 -0.445 -0.10 -0.18 0.17
C -0.148 -2.475 -0.302 -0.04 -0.02 0.01
C 0.395 -3.745 -0.369 0.07 0.01 0.00
C -0.422 -4.841 -0.590 -0.01 -0.12 -0.02
C -1.785 -4.660 -0.741 0.00 -0.11 -0.04
C -2.330 -3.390 -0.667 0.02 0.12 0.05
C -2.004 1.281 0.642 0.04 0.16 -0.11
C -1.322 2.007 1.817 -0.15 0.05 -0.14
C 2.332 1.266 2.201 -0.02 0.51 -1.12
N 2.417 0.695 3.509 0.00 -0.19 0.77
O 1.569 1.006 4.328 0.11 0.02 0.12
O 3.366 -0.026 3.755 0.12 -0.19 0.07
C 3.543 1.497 1.558 -0.04 0.03 -0.09
H 6.720 2.152 -0.249 -0.28 0.11 -0.09
H 2.447 3.376 -1.008 -0.03 0.06 -0.08
H 0.299 2.927 0.056 -0.14 -0.01 -0.05
H -0.504 0.062 3.782 0.04 -0.10 -0.11
H 0.571 -0.592 2.531 -0.06 0.04 0.01
H -1.363 -1.699 1.915 -0.04 0.08 0.08
H -2.455 -0.415 2.463 0.02 -0.04 -0.04
H -3.205 -0.978 -0.248 0.14 -0.03 -0.08
H -3.811 -0.842 -2.530 -0.10 -0.04 0.05
H -3.407 0.045 -4.786 -0.06 0.00 -0.06
H -1.242 1.096 -5.334 0.01 0.04 -0.08
H 0.518 1.247 -3.608 0.09 0.04 -0.02
H 0.113 0.352 -1.355 0.08 0.02 0.11
H 0.489 -1.622 -0.128 0.09 0.12 0.03
H 1.460 -3.880 -0.250 0.09 -0.01 0.01
H 0.003 -5.832 -0.645 0.03 -0.08 0.00
H -2.429 -5.510 -0.913 -0.05 -0.07 -0.01
H -3.396 -3.256 -0.781 -0.11 0.03 0.00
H -1.777 1.765 -0.310 -0.08 0.04 0.07
H -3.101 1.300 0.779 0.08 0.00 -0.01
H -1.960 1.967 2.705 0.02 0.09 -0.07
H -1.138 3.057 1.591 -0.06 -0.04 0.06
H 4.449 1.117 2.007 -0.01 0.00 0.01
```
Positions in Å, forces in eV/Å.

4.
# C24H23N4O3Se2Ti

A molecular structure, C24H23N4O3Se2Ti (ωB97M-V with the def2-TZVPD basis set, the OMol25 dataset).

As for the net charge: +2. The orbital gap (spin up / spin down) comes out at 0.269 / 0.284 Ha. The energy above the lowest of the compared OMol25 structures with the same formula, charge and spin comes out at 23.4 kcal/mol. The LUMO energy (spin up / spin down) comes out at -6.4135 / -6.5928 eV. As for the spin multiplicity: 2.

```
57
Properties=species:S:1:pos:R:3:forces:R:3
Ti -0.668 -0.162 0.563 -2.17 -0.47 0.02
C -0.393 -0.388 4.981 -0.10 -0.04 0.05
C 0.886 0.108 5.153 0.13 0.06 0.04
C 1.667 0.354 4.034 0.18 0.09 0.27
C 1.138 0.126 2.783 0.34 -0.03 -0.35
N -0.138 -0.264 2.610 0.43 -0.15 0.93
C -0.867 -0.549 3.696 -0.07 0.04 -0.05
C 1.964 0.147 1.542 -0.10 -0.16 0.16
C 3.311 0.433 1.524 0.24 0.10 0.11
C 4.032 0.259 0.350 0.12 0.08 0.14
C 3.383 -0.203 -0.777 0.03 -0.05 -0.18
C 2.026 -0.438 -0.713 -0.18 0.04 0.09
N 1.324 -0.261 0.419 1.51 0.20 0.00
H -1.023 -0.641 5.822 0.01 0.01 -0.01
H 1.286 0.276 6.145 0.00 0.00 -0.03
H 2.685 0.694 4.147 -0.02 -0.02 0.04
H -1.866 -0.915 3.517 -0.06 -0.01 0.00
H 3.807 0.778 2.419 0.03 -0.03 -0.04
H 5.093 0.471 0.326 -0.03 0.00 0.02
H 3.915 -0.371 -1.704 -0.02 -0.01 0.02
H 1.456 -0.747 -1.574 -0.03 0.00 -0.06
C -1.571 1.846 -4.086 -0.03 0.05 -0.07
C -0.880 0.686 -3.391 0.12 -0.02 0.16
C -0.600 -0.468 -4.346 -0.03 -0.06 -0.10
O 0.337 1.125 -2.770 -0.01 -0.05 0.05
C -1.784 0.144 -2.282 1.19 0.21 0.12
O -2.961 0.071 -2.400 -0.67 -0.19 0.16
O -1.116 -0.270 -1.162 -0.65 0.20 -1.59
H -1.006 2.133 -4.976 -0.02 0.02 0.06
H -1.634 2.706 -3.417 -0.01 -0.03 -0.01
H -2.578 1.568 -4.391 0.02 0.00 -0.03
H 0.036 -0.120 -5.163 -0.01 -0.02 0.02
H -1.530 -0.841 -4.777 0.03 0.01 0.00
H -0.096 -1.289 -3.834 -0.01 0.02 0.00
H 0.911 1.455 -3.470 0.00 0.05 -0.05
Se -4.073 -0.878 0.462 -0.02 -0.04 -0.18
Se -3.269 0.862 1.763 0.25 0.03 0.14
C -2.256 2.168 0.726 0.29 -0.15 0.10
C -2.794 3.384 0.383 -0.22 0.03 -0.09
C -1.950 4.349 -0.162 -0.10 0.10 -0.01
C -0.609 4.066 -0.335 0.05 0.09 -0.04
C -0.140 2.822 0.045 -0.11 -0.06 0.09
N -0.942 1.898 0.585 -0.02 1.01 -0.17
C -2.787 -2.309 0.656 0.09 0.17 0.06
C -3.326 -3.580 0.557 -0.10 -0.10 -0.02
C -2.470 -4.666 0.520 -0.10 -0.13 -0.01
C -1.100 -4.460 0.589 0.06 -0.07 -0.03
C -0.643 -3.170 0.716 -0.20 0.03 0.24
N -1.469 -2.106 0.762 -0.11 -0.75 0.05
H -3.847 3.573 0.531 0.00 0.03 0.00
H -2.347 5.316 -0.444 0.00 -0.03 0.00
H 0.071 4.794 -0.756 -0.02 -0.01 0.00
H 0.897 2.547 -0.086 0.05 -0.03 0.00
H -4.399 -3.711 0.505 0.00 -0.03 0.02
H -2.871 -5.669 0.445 -0.01 0.02 -0.02
H -0.402 -5.285 0.547 -0.03 0.04 0.02
H 0.413 -2.959 0.795 0.09 0.04 0.02
```
Positions in Å, forces in eV/Å.

The evaluated calculated total energy for the records listed, in turn: -81227.307; -30282.353; -37919.411; -191162.080 eV.